Here is C40H45As3N11OS2SeTl as an isolated structure at a distorted geometry from the Open Molecules 2025 dataset. Energies are from the ωB97M-V functional and the def2-TZVPD basis.

Properties
Total charge: -2
LUMO energy (hartree): 0.1409
Gap between HOMO and LUMO (hartree): 0.2054
M (g mol⁻¹): 1268.1
HOMO energy (eV): -1.76

Last column: Löwdin charge in e.
Cartesian coordinates (Å):
1 Tl -0.07774 0.16737 -1.17007  0.59
2 C 3.04236 -1.95143 3.04693  -0.08
3 N 1.97844 -1.02730 2.80621  -0.13
4 C 1.32019 -0.97123 1.65712  -0.26
5 N 0.36253 -0.09940 1.71110  0.04
6 C 0.48864 0.39163 2.97643  -0.21
7 N 1.43106 -0.17796 3.70602  0.13
8 C 4.34991 -1.39669 2.51319  -0.18
9 C 5.29879 -0.93736 3.41908  -0.04
10 C 6.50427 -0.40722 2.98437  -0.08
11 C 6.77041 -0.31707 1.63444  -0.03
12 C 5.82622 -0.76259 0.71450  -0.16
13 C 4.62271 -1.31799 1.14905  -0.02
14 C 6.11226 -0.58379 -0.70882  -0.32
15 N 7.18242 -0.13331 -1.26291  0.11
16 N 6.91813 -0.07436 -2.63527  0.11
17 C 5.71095 -0.48587 -2.77711  -0.31
18 O 5.14284 -0.85670 -1.60608  0.05
19 C 4.88997 -0.53551 -3.98493  -0.13
20 C 5.37904 -0.01646 -5.17545  -0.03
21 C 4.55371 0.00630 -6.28989  -0.08
22 C 3.26270 -0.49212 -6.21579  -0.04
23 C 2.79080 -1.04343 -5.03146  -0.17
24 C 1.40088 -1.60834 -4.97147  -0.16
25 N 1.11362 -2.19317 -3.67285  -0.17
26 C 0.67177 -1.59183 -2.56045  -0.43
27 N 0.69101 -2.43294 -1.53969  0.08
28 C 1.16917 -3.56795 -2.11186  -0.21
29 N 1.44729 -3.47582 -3.39912  0.12
30 C 3.60989 -1.05879 -3.92053  0.04
31 H 2.74331 -2.88373 2.56590  0.13
32 H 3.13743 -2.12741 4.11671  0.12
33 H 1.56530 -1.58732 0.80494  0.09
34 H -0.14098 1.17208 3.37063  0.11
35 H 5.08566 -0.97859 4.48226  0.11
36 H 7.21616 -0.02804 3.70844  0.10
37 H 7.68613 0.13016 1.27218  0.11
38 H 3.88554 -1.63872 0.42421  0.08
39 H 6.38157 0.38750 -5.20914  0.11
40 H 4.91178 0.43668 -7.21588  0.10
41 H 2.61707 -0.45528 -7.08463  0.11
42 H 1.29340 -2.40644 -5.70586  0.04
43 H 0.65265 -0.83341 -5.18581  0.13
44 H 0.36566 -0.55346 -2.53744  -0.17
45 H 1.31912 -4.48536 -1.56673  0.10
46 H 3.25397 -1.46253 -2.98167  0.11
47 C -2.68794 -3.32794 0.07022  -0.33
48 As -2.57766 -1.57900 0.94099  1.06
49 C -2.27310 -2.25751 2.76244  -0.34
50 C -4.55078 -1.35023 1.11070  -0.37
51 C -5.09703 0.09696 1.14071  -0.68
52 C -4.13378 1.01943 1.89239  -0.09
53 C -5.31868 0.59290 -0.29963  -0.36
54 As -3.75453 0.41185 -1.51702  1.08
55 C -3.19167 2.29589 -1.48342  -0.34
56 C -4.78324 0.55376 -3.17444  -0.35
57 C -6.45462 0.02730 1.87547  -0.39
58 As -7.60517 1.56306 2.37222  1.10
59 C -7.11278 3.07676 1.22872  -0.37
60 C -6.65310 2.17008 3.98057  -0.36
61 H -3.44294 -3.96058 0.54067  0.02
62 H -1.71987 -3.81684 0.13270  0.01
63 H -2.93436 -3.17199 -0.98280  0.02
64 H -3.00320 -3.02130 3.03681  0.01
65 H -2.32456 -1.42839 3.46996  0.01
66 H -1.26878 -2.68009 2.81384  0.01
67 H -4.84761 -1.88268 2.01837  0.06
68 H -4.99650 -1.88314 0.26587  0.07
69 H -3.16013 1.06914 1.40016  0.05
70 H -3.97044 0.66079 2.91326  0.09
71 H -4.51836 2.03621 1.95123  0.05
72 H -5.63944 1.63307 -0.30306  0.04
73 H -6.12038 -0.00289 -0.74958  0.07
74 H -4.02861 2.94516 -1.74916  0.02
75 H -2.38386 2.43904 -2.20195  0.01
76 H -2.80458 2.57152 -0.50276  0.00
77 H -5.55915 1.31764 -3.09040  0.01
78 H -5.22915 -0.41026 -3.41638  0.01
79 H -4.08950 0.81161 -3.97351  0.01
80 H -6.31052 -0.45878 2.84736  0.06
81 H -7.11479 -0.63554 1.30858  0.05
82 H -7.48418 2.92145 0.21739  0.01
83 H -6.04330 3.26874 1.19489  0.01
84 H -7.61672 3.94785 1.65080  0.01
85 H -6.46268 1.31242 4.62588  0.01
86 H -7.28493 2.87416 4.52188  0.00
87 H -5.70538 2.64951 3.74434  0.01
88 S 0.37329 2.88424 -0.48999  0.40
89 C 1.66755 2.73515 0.68954  -0.73
90 C 1.66853 3.60410 1.79246  -0.10
91 C 2.68090 3.61175 2.75372  -0.21
92 C 2.59358 4.51449 3.87330  -0.20
93 N 2.50315 5.24374 4.75937  0.12
94 C 3.77414 2.74216 2.59196  -0.21
95 C 3.78399 1.88590 1.51588  -0.08
96 C 2.75055 1.80880 0.58275  -0.68
97 S 2.84643 0.57348 -0.62491  0.64
98 C 4.86702 2.72615 3.53177  -0.19
99 N 5.74458 2.71488 4.27746  0.14
100 H 0.83983 4.29301 1.89410  0.10
101 H 4.63400 1.22514 1.38327  0.09
102 Se -1.06508 -3.37638 -5.60934  0.41
103 C -1.51871 -2.07173 -4.40433  -0.91
104 N -1.82376 -1.24882 -3.64412  0.02